Entry 1:
C35H25NO7 | ωB97M-V with the def2-TZVPD basis set

Calculated values
- structure (SMILES) = O=C1c2ccccc2C(=O)c2ccccc21.O=C1c2ccccc2C(=O)c2ccccc21.CCNC1=C(C)C(=O)OC1=O
- calculated total energy (hartree) = -1930.2514

Structure (XYZ):
```
68
Properties=species:S:1:pos:R:3:forces:R:3:nbo_charge:R:1
O 2.6698 -1.9147 1.3483 0.0 0.0 0.0 -0.544
C 1.9388 -2.7006 0.7806 0.0 0.1 0.0 0.526
C 1.0630 -2.2647 -0.3421 0.0 -0.1 0.0 -0.065
C 1.1076 -0.9395 -0.7570 0.0 0.1 -0.1 -0.178
C 0.3171 -0.5192 -1.8130 0.0 0.0 0.0 -0.199
C -0.5216 -1.4193 -2.4623 0.0 0.0 0.0 -0.192
C -0.5775 -2.7388 -2.0456 0.0 0.1 0.0 -0.154
C 0.2110 -3.1663 -0.9849 0.0 0.0 0.1 -0.147
C 0.1225 -4.5876 -0.5442 -0.1 0.0 0.0 0.547
O -0.6493 -5.3611 -1.0688 0.0 0.0 0.0 -0.520
C 1.0175 -5.0289 0.5649 0.0 0.1 0.0 -0.149
C 0.9791 -6.3558 0.9734 0.0 -0.1 0.1 -0.154
C 1.8147 -6.7908 1.9875 0.0 0.0 0.0 -0.191
C 2.6930 -5.9024 2.5987 0.0 0.0 0.0 -0.195
C 2.7296 -4.5773 2.2010 0.0 -0.1 0.1 -0.176
C 1.8916 -4.1344 1.1852 0.0 0.0 0.0 -0.059
H 1.7648 -0.2485 -0.2479 0.0 0.0 0.0 0.233
H 0.3524 0.5135 -2.1346 0.0 0.0 0.0 0.220
H -1.1407 -1.0870 -3.2850 0.0 0.0 0.0 0.243
H -1.2320 -3.4456 -2.5361 0.0 0.0 0.0 0.241
H 0.2935 -7.0369 0.4889 0.0 0.0 0.0 0.240
H 1.7844 -7.8251 2.3034 0.0 0.0 0.0 0.220
H 3.3486 -6.2462 3.3876 0.0 0.0 0.0 0.219
H 3.4050 -3.8765 2.6713 0.0 0.1 0.0 0.234
O -3.4621 -0.2163 -3.7399 0.0 0.0 -0.1 -0.545
C -4.3601 0.5890 -3.6039 0.1 0.0 0.0 0.544
C -5.3142 0.8772 -4.7106 0.0 0.0 0.1 -0.127
C -5.1847 0.1888 -5.9103 0.0 0.0 -0.1 -0.155
C -6.0771 0.4252 -6.9415 0.0 0.0 0.0 -0.192
C -7.1033 1.3495 -6.7790 0.0 0.0 0.0 -0.190
C -7.2314 2.0453 -5.5891 0.0 0.0 -0.1 -0.153
C -6.3369 1.8147 -4.5520 0.1 0.0 0.0 -0.126
C -6.4847 2.5867 -3.2841 0.0 0.1 0.0 0.548
O -7.3432 3.4338 -3.1641 0.0 0.0 0.0 -0.520
C -5.5431 2.2793 -2.1695 0.0 0.0 -0.1 -0.146
C -5.6778 2.9586 -0.9654 0.0 0.0 0.1 -0.154
C -4.8261 2.6726 0.0878 0.0 0.0 0.0 -0.189
C -3.8360 1.7063 -0.0557 0.0 0.0 0.0 -0.192
C -3.6920 1.0316 -1.2556 0.0 0.0 0.1 -0.178
C -4.5420 1.3173 -2.3174 0.0 0.0 0.0 -0.060
H -4.3852 -0.5300 -6.0232 0.0 0.0 0.1 0.238
H -5.9763 -0.1129 -7.8746 0.0 0.0 0.0 0.220
H -7.8039 1.5271 -7.5840 0.0 0.0 0.0 0.220
H -8.0216 2.7702 -5.4526 0.0 0.0 0.1 0.240
H -6.4528 3.7055 -0.8649 0.0 0.0 -0.1 0.240
H -4.9333 3.2016 1.0253 0.0 0.0 0.0 0.221
H -3.1760 1.4805 0.7713 0.0 0.0 0.0 0.222
H -2.9242 0.2798 -1.3788 0.0 0.0 -0.1 0.236
C 7.6605 2.2060 4.4759 0.1 0.0 0.1 -0.637
C 7.1771 3.0198 3.2762 0.3 0.1 -0.1 -0.227
N 5.8211 2.6678 2.8166 -0.2 -0.3 0.6 -0.569
C 4.7863 3.0136 3.6587 0.1 -0.2 0.1 0.125
C 3.7602 2.2687 4.1147 0.5 0.0 -0.2 -0.173
C 3.4972 0.8216 3.8783 -0.4 0.1 -0.2 -0.657
C 2.9231 3.1447 4.9376 -0.2 0.2 0.0 0.764
O 1.8563 2.9628 5.4326 0.2 -0.1 0.1 -0.519
O 3.5696 4.3885 5.0635 -0.2 0.1 -0.2 -0.501
C 4.6076 4.4086 4.1735 0.0 0.1 -0.1 0.751
O 5.1821 5.4048 3.8610 0.1 -0.1 0.2 -0.515
H 8.1343 1.2729 4.1699 -0.1 -0.1 0.0 0.208
H 8.3973 2.7765 5.0431 0.0 0.0 0.0 0.224
H 6.8468 1.9637 5.1623 -0.1 0.1 0.0 0.209
H 7.2084 4.0830 3.5018 -0.2 0.0 0.0 0.225
H 7.8560 2.8622 2.4379 -0.1 0.1 0.0 0.203
H 5.7693 1.6700 2.6364 0.0 0.1 -0.2 0.375
H 3.4278 0.5984 2.8104 0.0 0.0 0.0 0.238
H 2.5384 0.5457 4.3159 0.1 -0.1 0.1 0.251
H 4.2853 0.1930 4.2966 0.0 0.0 0.1 0.226
```
Forces are in eV/Å.

***

Entry 2:
C5H11N3 | ωB97M-V with the def2-TZVPD basis set

Calculated values
- structure (SMILES) = [H]/N=C\N1C[C@H](N)[C@@H]1C
- energy above the lowest of the compared OMol25 structures with the same formula, charge and spin (eV) = 2.023

Structure (XYZ):
```
19
Properties=species:S:1:pos:R:3:forces:R:3:nbo_charge:R:1
H 1.0414 -1.8225 2.3965 -1.3 -0.2 0.0 0.328
N 0.0491 -2.1695 2.2881 3.1 -0.1 1.6 -0.661
C -0.4889 -1.7401 1.2621 -3.3 0.5 -1.7 0.308
N -0.2283 -0.8171 0.2757 -0.5 0.0 -1.2 -0.470
C -1.3732 -0.3059 -0.5440 -1.5 -1.7 0.0 -0.222
C -0.6616 0.9968 -0.7799 1.7 -0.4 -0.5 -0.076
N 0.1364 1.0575 -2.0399 -0.9 0.6 0.6 -0.836
C 0.2391 0.5375 0.4293 0.6 2.5 1.3 -0.025
C 1.7772 0.7074 0.3280 -1.0 -0.7 0.4 -0.620
H -1.5300 -2.0786 1.0652 0.4 -0.4 0.2 0.130
H -2.2436 -0.0838 0.1462 0.5 -0.7 -0.9 0.187
H -1.6676 -0.9441 -1.4699 0.4 1.0 1.7 0.205
H -1.3046 1.8764 -0.6317 0.6 -0.1 -0.3 0.206
H -0.4906 1.3361 -2.7824 0.0 0.2 -0.2 0.359
H 0.4762 0.1447 -2.3214 0.0 -0.1 0.4 0.359
H -0.2443 1.0360 1.3877 1.3 -1.0 -1.4 0.180
H 2.1520 0.5138 -0.6777 -0.1 -0.4 0.2 0.225
H 2.1241 1.6742 0.5718 0.0 1.4 0.2 0.216
H 2.2371 0.0809 1.0964 0.1 -0.3 -0.4 0.209
```
Forces are in eV/Å.

***

Entry 3:
C5H11N3 | ωB97M-V with the def2-TZVPD basis set

Calculated values
- structure (SMILES) = NC[C@H]1NC[C@H]2N[C@H]12
- energy above the lowest of the compared OMol25 structures with the same formula, charge and spin (eV) = 7.427

Structure (XYZ):
```
19
Properties=species:S:1:pos:R:3:forces:R:3:nbo_charge:R:1
N -2.6629 -0.7890 -0.3192 -0.4 -2.5 3.5 -0.834
C -1.4308 -0.5034 -0.9718 -2.9 -4.0 -5.1 -0.241
C -0.4770 0.1893 -0.2741 2.2 3.3 3.0 -0.113
N 0.0182 -0.6345 0.9065 -3.0 1.6 4.3 -0.670
C 1.4430 0.0922 1.3476 0.7 2.4 1.0 -0.251
C 1.5538 1.1148 0.1814 -0.9 -0.9 1.5 -0.127
N 1.9868 1.0850 -1.1734 -0.3 -0.7 -0.3 -0.503
C 0.8498 0.1765 -0.8698 2.6 0.2 -0.3 -0.100
H -3.2671 -0.0338 0.0201 0.8 -0.1 -0.2 0.363
H -2.3445 -1.4326 0.5668 -1.6 2.1 -2.7 0.349
H -1.5446 -0.0499 -2.0038 -0.4 -0.1 1.1 0.208
H -1.0852 -1.5641 -1.2837 0.1 1.5 0.6 0.201
H -0.8620 1.2344 -0.0015 0.5 -1.4 -0.3 0.196
H -0.9448 -0.6030 1.6419 4.1 0.0 -1.8 0.357
H 2.3110 -0.6196 1.3248 -1.3 0.2 0.2 0.211
H 1.6077 0.8444 2.3724 -1.3 -2.7 -2.5 0.219
H 1.0009 2.0390 0.3987 0.3 -0.5 -0.2 0.180
H 2.6753 0.3514 -1.1936 1.0 0.1 -0.8 0.358
H 1.1723 -0.8972 -0.6691 0.1 1.4 -0.9 0.196
```
Forces are in eV/Å.

***

Entry 4:
C3H5N3 | ωB97M-V with the def2-TZVPD basis set

Calculated values
- structure (SMILES) = Cc1c[nH]nn1
- energy above the lowest of the compared OMol25 structures with the same formula, charge and spin (eV) = 0.971

Structure (XYZ):
```
11
Properties=species:S:1:pos:R:3:forces:R:3:nbo_charge:R:1
C -0.6205 -1.2979 -0.9405 -0.1 -0.3 -0.1 -0.641
C -0.1977 -0.0691 -0.2068 0.0 -0.1 -0.1 0.063
C 0.7315 0.1147 0.7846 -0.1 0.2 0.0 -0.109
N 0.6747 1.4456 1.0277 0.1 0.0 0.0 -0.330
N -0.2163 2.0549 0.2480 0.0 -0.1 0.0 -0.058
N -0.7526 1.1454 -0.4992 0.2 -0.1 0.1 -0.246
H 0.2349 -1.8229 -1.3950 -0.3 0.2 0.2 0.221
H -1.1348 -2.0140 -0.2799 0.1 0.3 -0.2 0.221
H -1.3125 -1.0031 -1.7406 0.2 -0.1 0.2 0.240
H 1.3864 -0.5506 1.3236 -0.1 0.1 -0.1 0.227
H 1.2069 1.9968 1.6781 0.0 0.0 0.0 0.413
```
Forces are in eV/Å.

***

Entry 5:
C32H26ClIN2O2PW | ωB97M-V with the def2-TZVPD basis set

Calculated values
- charge = +3
- calculated total energy (hartree) = -2660.2673

Structure (XYZ):
```
66
Properties=species:S:1:pos:R:3:forces:R:3:nbo_charge:R:1
W 0.6256 -1.6490 -0.7080 0.2 -0.3 -0.3 1.414
C -2.3803 -5.3353 -0.5897 0.0 0.0 0.0 -0.660
C -2.3120 -4.2859 0.4725 0.0 -0.2 -0.1 0.237
N -3.0994 -4.3961 1.5479 0.1 0.2 0.0 -0.348
C -3.0429 -3.4823 2.5044 0.0 -0.1 0.0 0.088
C -2.1969 -2.3621 2.5145 -0.1 -0.1 0.0 -0.038
C -2.2193 -1.4533 3.7108 0.0 0.0 0.0 -0.090
O -1.6773 -0.1799 3.3709 0.0 0.0 0.0 -0.749
C -1.3837 -2.2226 1.4029 0.1 0.2 0.1 -0.103
C -0.4169 -1.1205 1.0932 0.2 -0.3 0.2 -0.209
N 0.9729 -1.4249 1.1528 -0.5 0.5 0.0 -0.536
C 2.0190 -0.7772 1.8506 0.0 -0.2 0.0 0.120
C 2.6520 -1.1910 3.0313 0.0 -0.1 0.0 0.026
C 3.7013 -0.4545 3.6313 0.0 0.1 -0.1 -0.250
C 4.2162 0.6800 3.0517 0.0 0.0 0.1 0.052
C 3.6842 1.0597 1.7437 0.0 0.0 0.0 -0.378
C 2.4756 0.3909 1.3272 0.0 0.0 0.0 0.249
I 3.0548 -2.7265 -0.8347 -0.1 0.0 0.0 -0.011
C -1.4714 -3.1927 0.4146 -0.1 0.0 0.1 0.185
O -0.6378 -2.9465 -0.7036 -0.1 0.1 0.0 -0.572
H -3.3242 -5.8670 -0.5052 0.0 0.0 0.0 0.272
H -1.5735 -6.0598 -0.4599 0.0 0.0 0.0 0.254
H -2.2902 -4.9075 -1.5879 0.0 0.0 0.0 0.228
H -3.7218 -3.6377 3.3375 0.0 0.0 0.0 0.225
H -1.6422 -1.9092 4.5223 0.0 0.0 0.0 0.199
H -3.2502 -1.3602 4.0591 0.0 0.0 0.0 0.212
H -1.8729 0.4316 4.0888 0.0 0.0 0.0 0.500
H -0.7138 -0.1147 1.3578 0.0 0.0 -0.1 0.263
H 2.3173 -2.1002 3.5212 0.0 0.0 0.0 0.269
H 4.1191 -0.8233 4.5584 0.0 0.0 0.0 0.282
H 5.0764 1.1855 3.4753 0.0 0.0 0.0 0.273
H 4.4594 0.5459 1.1100 0.0 0.0 0.0 0.382
Cl 1.0084 -1.5257 -3.2444 0.0 0.0 0.1 0.192
C 0.0820 -0.1915 -3.9603 -0.1 0.1 0.0 0.102
C -0.1300 -0.2055 -5.3168 0.0 0.0 0.0 -0.243
C -0.8318 0.8706 -5.8595 0.0 0.0 0.0 -0.112
C -1.2903 1.9028 -5.0553 0.0 0.0 0.1 -0.170
C -1.0582 1.8855 -3.6853 0.0 0.0 -0.1 -0.128
C -0.3467 0.8281 -3.1212 0.0 -0.1 0.0 -0.497
P -0.0465 0.7300 -1.3617 0.2 -0.1 0.1 1.106
C -1.2687 1.6793 -0.4931 -0.1 -0.1 0.0 -0.470
C -2.5127 1.0943 -0.2348 0.0 0.0 0.0 -0.113
C -3.5206 1.8620 0.3218 0.0 0.0 0.0 -0.198
C -3.2862 3.2004 0.6189 0.0 0.0 0.0 -0.131
C -2.0513 3.7819 0.3597 0.0 0.0 0.0 -0.188
C -1.0340 3.0259 -0.2025 0.0 0.0 0.0 -0.190
C 1.6080 1.3363 -0.9508 0.0 0.2 -0.1 -0.410
C 1.9570 1.5281 0.5028 0.0 -0.1 0.1 -0.324
C 3.2593 2.3288 0.8897 0.0 0.0 -0.1 -0.180
C 4.1547 2.5884 -0.2813 0.0 0.0 0.1 -0.101
C 3.8304 2.2336 -1.5269 -0.1 0.0 -0.1 -0.247
C 2.5302 1.6522 -1.8769 0.1 0.1 0.0 -0.063
H 0.2210 -1.0180 -5.9388 0.0 0.0 0.0 0.270
H -1.0247 0.8853 -6.9240 0.0 0.0 0.0 0.266
H -1.8406 2.7242 -5.4931 0.0 0.0 0.0 0.264
H -1.4345 2.6843 -3.0592 0.0 0.0 0.0 0.249
H -2.6957 0.0513 -0.4722 0.0 0.0 0.0 0.217
H -4.4887 1.4224 0.5195 0.0 0.0 0.0 0.252
H -4.0768 3.7999 1.0510 0.0 0.0 0.0 0.255
H -1.8846 4.8268 0.5840 0.0 0.0 0.0 0.253
H -0.0803 3.4883 -0.4335 0.0 0.0 0.0 0.227
H 1.0972 1.9253 1.0593 0.0 0.0 0.0 0.293
H 3.0863 3.2242 1.4844 0.0 0.0 0.0 0.270
H 5.0970 3.0898 -0.0893 0.0 0.0 0.0 0.256
H 4.5142 2.4411 -2.3390 0.0 0.0 0.0 0.264
H 2.3105 1.5357 -2.9331 0.0 0.0 0.0 0.244
```
Forces are in eV/Å.

***

Entry 6:
C12H9N3O2 | ωB97M-V with the def2-TZVPD basis set

Calculated values
- structure (SMILES) = Cc1nc2nc(O)oc2cc1-c1ccncc1
- energy above the lowest of the compared OMol25 structures with the same formula, charge and spin (eV) = 0.000

Structure (XYZ):
```
26
Properties=species:S:1:pos:R:3:forces:R:3:nbo_charge:R:1
C -0.1241 -1.3607 2.2414 0.4 0.3 -0.4 -0.648
C 0.0268 -0.0762 1.4504 -0.6 0.5 0.0 0.248
N -0.1353 1.0505 2.1284 -0.3 1.1 -0.1 -0.408
C -0.1784 2.2063 1.4348 0.9 -1.7 1.2 0.278
N -0.3547 3.4493 1.9925 -0.3 1.1 -0.6 -0.477
C -0.2875 4.2251 0.9636 0.2 0.8 1.1 0.767
O -0.3216 5.5820 1.0453 0.0 -1.4 -1.3 -0.630
O -0.0746 3.6235 -0.2505 0.3 1.5 -0.2 -0.435
C 0.0727 2.3228 0.0818 -0.5 -2.1 0.1 0.186
C 0.2643 1.1627 -0.6593 -0.1 0.2 0.1 -0.183
C 0.2036 -0.0544 0.0522 -0.2 0.8 -0.2 -0.140
C 0.1738 -1.2901 -0.7325 0.3 -0.6 -0.1 0.086
C -0.9315 -2.1434 -0.7183 0.1 -0.5 -1.6 -0.277
C -0.9592 -3.1961 -1.6619 0.9 0.8 0.5 0.044
N 0.0426 -3.4645 -2.5131 0.0 0.1 0.3 -0.423
C 1.1394 -2.7067 -2.4336 -0.3 0.5 0.4 0.046
C 1.2462 -1.6180 -1.5510 -0.2 -1.3 -0.8 -0.286
H -1.1035 -1.7913 2.0788 -0.2 -0.1 -0.1 0.222
H 0.6162 -2.0777 1.8901 0.0 -0.2 0.2 0.221
H -0.0407 -1.1791 3.3112 0.2 0.1 -0.1 0.242
H -0.1875 5.9468 0.1462 -0.1 -0.2 0.6 0.499
H 0.4039 1.1862 -1.7431 -0.1 -0.1 0.4 0.235
H -1.8335 -1.9148 -0.1702 0.1 0.0 0.3 0.223
H -1.8168 -3.8374 -1.7387 -0.3 -0.2 0.0 0.195
H 1.9715 -2.9298 -3.1185 -0.5 0.0 0.3 0.196
H 2.1878 -1.1152 -1.5261 0.3 0.6 0.1 0.221
```
Forces are in eV/Å.